98
Properties=species:S:1:pos:R:3 method="wB97M-V/def2-TZVPD" charge=+1 spin_multiplicity=3 energy_ha=-2483.4483 s_squared=2.03
C 1.773 -2.440 0.203
C 1.823 -1.275 -1.853
C 2.869 -3.244 -0.165
C 3.087 -1.828 -2.119
C 3.614 -2.841 -1.286
H 3.087 -4.152 0.399
H 3.695 -1.356 -2.899
H 4.560 -3.330 -1.518
N 1.402 -1.374 -0.569
P 0.067 -1.234 2.029
P -0.001 0.941 -2.390
C 0.775 -2.793 1.293
H -0.073 -3.309 0.805
H 1.210 -3.496 2.018
C -1.494 1.176 0.565
O -2.311 1.923 0.935
C 0.837 -0.711 -2.851
H 1.338 -0.488 -3.785
C -0.999 0.940 -4.108
C 0.606 2.817 -2.069
C -1.572 -1.871 2.695
C 1.425 -1.005 3.363
C -2.447 0.719 -3.674
H -2.796 1.487 -2.971
H -3.095 0.756 -4.566
H -2.594 -0.258 -3.199
C -0.863 2.214 -4.966
H -1.175 3.157 -4.509
H 0.161 2.328 -5.345
H -1.516 2.070 -5.845
C -0.564 -0.127 -5.181
H -1.348 -0.175 -5.965
H 0.377 0.177 -5.677
H -0.421 -1.162 -4.802
C -0.694 3.658 -2.012
H -1.303 3.381 -1.133
H -0.414 4.719 -1.903
H -1.350 3.567 -2.893
C 1.210 2.928 -0.666
H 0.468 2.590 0.075
H 2.135 2.348 -0.548
H 1.428 3.989 -0.447
C 1.634 3.323 -3.084
H 1.237 3.451 -4.105
H 1.989 4.321 -2.748
H 2.523 2.665 -3.127
C 0.904 -0.147 4.530
H 1.769 0.131 5.165
H 0.407 0.788 4.213
H 0.216 -0.726 5.174
C 2.623 -0.320 2.673
H 2.983 -0.902 1.812
H 2.382 0.699 2.329
H 3.461 -0.239 3.389
C 1.924 -2.322 3.974
H 2.494 -2.082 4.889
H 1.103 -2.981 4.277
H 2.608 -2.871 3.313
C -2.457 -2.394 1.545
H -2.010 -3.262 1.039
H -3.410 -2.731 1.980
H -2.676 -1.636 0.782
C -2.295 -0.751 3.454
H -2.524 0.113 2.823
H -3.244 -1.165 3.823
H -1.721 -0.409 4.324
C -1.352 -3.052 3.645
H -0.767 -3.862 3.181
H -0.899 -2.760 4.606
H -2.352 -3.462 3.872
Pt -0.248 -0.077 -0.004
N -1.129 -1.426 -1.374
C -0.516 -1.519 -2.568
C -1.090 -2.725 -3.323
C -2.383 -2.973 -2.872
C -0.436 -3.628 -4.177
C -3.194 -3.966 -3.434
H -2.739 -2.452 -1.956
C -1.179 -4.648 -4.781
H 0.663 -3.622 -4.284
C -2.528 -4.851 -4.334
H -4.278 -4.048 -3.168
H -0.758 -5.317 -5.578
H -3.122 -5.733 -4.705
N 1.696 2.939 2.604
C 0.987 3.739 3.468
C -0.419 3.637 3.569
C -1.114 4.496 4.410
C -0.424 5.412 5.214
C 0.973 5.476 5.162
C 1.679 4.659 4.285
H 2.693 3.093 2.482
H 1.228 2.414 1.873
H -0.943 2.886 2.962
H -2.206 4.448 4.441
H -0.974 6.073 5.877
H 1.521 6.165 5.800
H 2.777 4.712 4.199



110
Properties=species:S:1:pos:R:3 method="wB97M-V/def2-TZVPD" charge=-2 energy_ha=-8970.5894
Rb -0.509 -0.887 -0.873
Br -2.231 3.584 -0.542
C -3.523 2.319 -1.165
C -4.702 2.818 -1.688
C -5.636 1.885 -2.118
C -5.351 0.541 -1.979
C -4.122 0.152 -1.453
N -3.203 1.049 -1.059
C -3.850 -1.355 -1.280
O -4.809 -1.971 -0.779
O -2.744 -1.774 -1.660
H -4.874 3.882 -1.747
H -6.579 2.215 -2.537
H -6.057 -0.229 -2.253
Cl 5.612 0.796 -5.271
C 3.931 0.358 -4.921
C 2.877 1.077 -5.482
C 1.575 0.683 -5.280
C 1.228 -0.516 -4.551
C -0.052 -1.003 -4.449
C 2.364 -1.187 -3.957
C 3.653 -0.769 -4.142
H 3.089 1.948 -6.097
H 0.770 1.260 -5.726
H -0.258 -1.961 -3.987
H -0.880 -0.489 -4.921
H 2.179 -2.064 -3.347
H 4.470 -1.319 -3.689
C -2.754 3.977 3.479
Si -1.045 3.731 4.213
C -1.131 4.178 6.047
C 0.178 4.875 3.369
C -0.514 1.948 4.060
Te -0.030 1.340 2.046
C 1.090 -0.348 2.760
Si 2.910 0.040 3.003
C 3.062 1.423 4.294
C 3.766 -1.483 3.682
C 3.706 0.624 1.421
H -3.083 5.011 3.602
H -3.488 3.328 3.961
H -2.757 3.748 2.412
H -1.440 5.217 6.183
H -0.161 4.049 6.530
H -1.851 3.544 6.569
H -0.143 5.917 3.437
H 0.275 4.612 2.315
H 1.169 4.792 3.818
H -1.285 1.280 4.450
H 0.400 1.783 4.633
H 0.977 -1.148 2.029
H 0.598 -0.652 3.686
H 2.605 1.145 5.248
H 2.582 2.337 3.937
H 4.114 1.647 4.483
H 3.261 -1.848 4.581
H 4.808 -1.278 3.938
H 3.743 -2.265 2.919
H 3.250 1.551 1.066
H 3.564 -0.139 0.653
H 4.777 0.788 1.562
C -1.862 -4.825 0.784
N -2.861 -4.019 1.457
C -4.232 -4.421 1.203
C -2.543 -2.704 1.695
O -1.508 -2.197 1.285
N -3.488 -2.000 2.420
C -4.054 -2.585 3.614
C -3.320 -0.565 2.474
H -1.975 -5.867 1.092
H -0.867 -4.476 1.046
H -1.972 -4.762 -0.302
H -4.343 -4.690 0.150
H -4.906 -3.592 1.393
H -4.508 -5.283 1.821
H -3.976 -3.668 3.580
H -5.110 -2.313 3.712
H -3.527 -2.229 4.511
H -2.973 -0.196 1.514
H -2.592 -0.262 3.238
H -4.288 -0.111 2.697
Br 0.680 -7.432 -4.063
C 1.186 -6.088 -2.802
C 2.441 -6.153 -2.222
C 2.794 -5.183 -1.296
C 1.922 -4.151 -0.967
C 0.671 -4.116 -1.572
C 0.290 -5.084 -2.490
C 2.357 -3.095 0.065
O 3.306 -3.418 0.799
O 1.715 -2.018 0.054
H 3.125 -6.949 -2.488
H 3.756 -5.205 -0.801
H -0.019 -3.324 -1.318
H -0.685 -5.049 -2.958
C 0.622 4.130 -3.856
N 1.947 3.835 -3.395
C 3.121 4.306 -4.096
C 4.274 3.575 -3.386
N 3.602 2.938 -2.262
C 2.249 3.008 -2.369
S 1.169 2.228 -1.385
H 0.432 5.208 -3.836
H -0.086 3.629 -3.200
H 0.485 3.762 -4.877
H 3.206 5.397 -4.017
H 3.064 4.047 -5.158
H 5.042 4.268 -3.037
H 4.741 2.833 -4.031
H 3.979 2.100 -1.847